# 1
DFT (wB97M-V/def2-TZVPD) results for 10 unconnected molecules or ions with the total composition C32H86N2O10.

ORCA input file:
```
! wB97M-V def2-TZVPD RIJCOSX def2/J DEFGRID3
* xyz -1 2
C 17.94522 -7.00858 -16.56487
C 16.71032 -6.28091 -16.07772
C 16.32946 -4.91043 -16.80174
O 15.61704 -7.09854 -16.22723
H 18.07339 -7.95622 -16.04174
H 18.89409 -6.50466 -16.38106
H 17.85880 -7.29931 -17.61182
H 16.93688 -6.04153 -15.03875
H 15.32642 -4.57717 -16.53535
H 16.38647 -5.04167 -17.88230
H 17.05313 -4.15141 -16.50456
H 15.59278 -7.70969 -15.48729
C 9.36151 -6.19036 -11.75800
C 10.14859 -4.91684 -11.55815
C 9.50918 -3.92037 -10.53917
O 11.42518 -5.32763 -11.27215
H 8.29893 -5.94872 -11.73293
H 9.50733 -6.90540 -10.94835
H 9.61488 -6.62783 -12.72367
H 10.14309 -4.34100 -12.48361
H 8.56122 -3.44920 -10.79889
H 10.19965 -3.08201 -10.44700
H 9.42784 -4.39624 -9.56191
H 12.04649 -4.65034 -11.54938
C 13.09188 -0.77958 -9.61083
C 14.56441 -1.13171 -9.69262
C 15.28320 -0.33304 -10.78436
O 15.18617 -0.85871 -8.47287
H 12.55628 -1.25980 -8.79192
H 12.52070 -0.96418 -10.52065
H 12.85404 0.27404 -9.46448
H 14.65057 -2.21384 -9.79078
H 15.19979 0.74405 -10.63931
H 14.98998 -0.55874 -11.80963
H 16.36459 -0.46512 -10.74916
H 14.53273 -1.18509 -7.84989
C 19.37827 -5.10369 -13.35676
C 20.34668 -6.34304 -13.34462
C 21.80382 -5.89841 -13.08324
O 19.96919 -7.21451 -12.31317
H 19.47979 -4.49658 -12.45719
H 18.35207 -5.47040 -13.38011
H 19.41510 -4.48903 -14.25617
H 20.32526 -6.94679 -14.25188
H 22.51489 -6.70781 -12.91786
H 21.88931 -5.08977 -12.35736
H 22.14714 -5.44631 -14.01374
H 19.95138 -6.68136 -11.51503
C 13.84564 -4.92565 -13.78135
C 14.43044 -4.30315 -12.56351
C 15.55070 -3.36131 -13.02064
O 13.48275 -3.58763 -11.94741
H 13.09397 -5.68871 -13.57927
H 14.62519 -5.45641 -14.32789
H 13.46876 -4.26357 -14.56091
H 14.82234 -5.06460 -11.88918
H 15.18342 -2.57720 -13.68274
H 16.17874 -3.99052 -13.65133
H 16.07256 -2.88047 -12.19326
H 13.21400 -2.78034 -12.39199
C 10.45034 -1.37066 -13.62560
C 11.66495 -1.96340 -14.18195
C 11.77650 -1.97887 -15.69211
O 12.80882 -1.30745 -13.59963
H 10.48138 -0.28262 -13.68321
H 10.37210 -1.45945 -12.54205
H 9.57879 -1.72060 -14.17883
H 11.67875 -2.95473 -13.72898
H 11.80817 -0.97838 -16.12349
H 10.93960 -2.54316 -16.10356
H 12.71090 -2.45897 -15.98283
H 12.87114 -0.43824 -14.00236
C 15.74770 -6.86638 -8.99564
C 15.69752 -5.36319 -8.67058
C 14.27946 -4.87999 -8.19198
O 16.66227 -5.01974 -7.71486
H 16.78074 -7.17442 -9.15699
H 15.24179 -7.15196 -9.91792
H 15.33811 -7.56157 -8.26281
H 15.99770 -4.81859 -9.56578
H 13.62271 -4.49919 -8.97414
H 14.30520 -4.08057 -7.45145
H 13.80348 -5.64204 -7.57487
H 16.79254 -4.06864 -7.72197
C 17.92318 0.84708 -15.70050
C 17.26295 -0.57191 -15.74821
C 15.82292 -0.65291 -16.35361
O 18.13245 -1.37167 -16.63848
H 17.87532 1.38171 -16.64917
H 19.00363 0.79551 -15.56615
H 17.45360 1.45770 -14.92930
H 17.19073 -1.02065 -14.75749
H 15.01548 -0.45272 -15.64929
H 15.56884 -1.62348 -16.77970
H 15.66204 0.04847 -17.17232
H 18.99204 -1.51315 -16.23513
C 8.08980 -4.85304 -19.08960
C 9.50955 -4.48006 -19.49722
C 10.55144 -5.33010 -18.74847
O 10.48228 -4.84289 -17.41264
C 11.33486 -5.61752 -16.52460
N 9.63873 -4.71957 -20.92536
H 7.99099 -4.80455 -18.00517
H 7.84471 -5.87610 -19.37487
H 7.33671 -4.16767 -19.47849
H 9.71025 -3.43894 -19.24446
H 11.53683 -5.12099 -19.16485
H 10.29400 -6.38891 -18.77573
H 12.38502 -5.62641 -16.81647
H 10.99008 -6.63658 -16.34922
H 11.29228 -5.03765 -15.60263
H 8.84465 -4.27753 -21.36598
H 9.36288 -5.66968 -21.12858
C 11.40491 -9.81047 -12.53101
C 12.58520 -9.18635 -13.19825
C 12.06269 -8.24966 -14.34926
O 11.33040 -9.00307 -15.36512
C 12.11581 -9.80208 -16.25421
N 13.09084 -8.30246 -12.15300
H 10.68443 -10.33280 -13.16045
H 10.75665 -8.99874 -12.20094
H 11.67568 -10.52368 -11.75248
H 13.27921 -9.87734 -13.67678
H 12.92498 -7.75407 -14.79529
H 11.39329 -7.46931 -13.98722
H 11.58108 -10.02612 -17.17723
H 12.39187 -10.68628 -15.67967
H 13.03122 -9.29372 -16.55703
H 12.40777 -7.57540 -11.99524
H 13.03683 -8.82369 -11.28956
*
```

Values from the calculation:
**Highest occupied orbital energy (alpha / beta)**: 0.6 / -7.6 eV
**Expectation value of S²**: 0.75
**LUMO (alpha / beta)**: 2.19 / 2.12 eV

# 2
DFT (wB97M-V/def2-TZVPD) results for 2 unconnected molecules or ions with the total composition CH4NO.

ORCA input file:
```
! wB97M-V def2-TZVPD RIJCOSX def2/J DEFGRID3
* xyz 1 3
C 1.04996 0.37270 -0.02572
N -0.81839 -0.35679 0.00063
O 2.06457 -0.20149 0.05742
H 0.78901 1.36290 -0.10473
H -1.17164 -0.11369 -0.90631
H -0.74959 -1.32281 0.25543
H -1.16393 0.25918 0.72328
*
```

Values from the calculation:
**Highest occupied orbital energy (alpha / beta)**: -12.6 / -20.0 eV
**Expectation value of S²**: 2.03
**Energy above the lowest of the compared OMol25 structures with the same formula, charge and spin**: 0.00 kcal per mole
**LUMO (alpha / beta)**: -5.17 / -10.53 eV

# 3
DFT (wB97M-V/def2-TZVPD) results for a molecular structure, H15LiO8.

ORCA input file:
```
! wB97M-V def2-TZVPD RIJCOSX def2/J DEFGRID3
* xyz 0 1
Li -0.00190 0.94176 -0.28995
O 0.34204 -0.85046 0.49362
H 0.60196 -1.75268 0.98094
O 1.22435 0.45389 2.74670
H 0.73934 -0.18264 2.22307
H 0.62304 1.15305 2.98037
O -0.21855 -2.24174 -1.75222
H -0.56039 -3.12643 -1.53459
H 0.05874 -1.87744 -0.84714
O -0.61026 0.22964 -2.16019
H -0.53672 -0.62595 -2.39809
H -1.53366 0.25030 -1.92250
O 1.27454 2.00160 -0.41316
H 2.17349 2.03203 -0.84234
H 0.72405 2.86314 -0.54238
O -1.56440 1.85340 0.59643
H -2.01431 2.32764 -0.18094
H -1.34791 2.20072 1.47629
O -2.24196 -1.13691 1.25022
H -1.35745 -1.32721 0.86836
H -2.59771 -0.28699 1.50066
O 2.49989 -0.63287 -0.80360
H 1.65845 -0.72427 -0.35353
H 2.66533 -1.54158 -1.07600
*
```

Values from the calculation:
**Highest occupied orbital energy**: -9.5 eV
**Energy above the lowest of the compared OMol25 structures with the same formula, charge and spin**: 19.25 kcal per mole
**LUMO**: -0.80 eV

# 4
DFT (wB97M-V/def2-TZVPD) results for a molecular structure, CH4N2OS.

ORCA input file:
```
! wB97M-V def2-TZVPD RIJCOSX def2/J DEFGRID3
* xyz 0 1
C 0.46881 0.28684 -0.70849
H -0.59369 -2.76154 -0.00883
H -1.45805 -0.14702 0.07410
H 0.89158 -0.12423 -1.76635
H 1.11113 2.47606 2.32403
N -0.52395 -0.58994 -0.21544
N 0.74498 1.37564 0.05884
O -0.34107 -1.86294 -1.03772
S -0.29976 1.34714 1.27985
*
```

Values from the calculation:
**Highest occupied orbital energy**: -8.5 eV
**Energy above the lowest of the compared OMol25 structures with the same formula, charge and spin**: 210.38 kcal per mole
**LUMO**: -1.19 eV

# 5
DFT (wB97M-V/def2-TZVPD) results for 2 unconnected molecules or ions with the total composition H2.

ORCA input file:
```
! wB97M-V def2-TZVPD RIJCOSX def2/J DEFGRID3
* xyz 0 1
H 1.02023 0.92036 0.16449
H -1.02023 -0.92036 -0.16449
*
```

Values from the calculation:
**Highest occupied orbital energy**: -9.4 eV
**Energy above the lowest of the compared OMol25 structures with the same formula, charge and spin**: 156.24 kcal per mole
**LUMO**: -3.66 eV

# 6
DFT (wB97M-V/def2-TZVPD) results for a single C3H7NO molecule.

ORCA input file:
```
! wB97M-V def2-TZVPD RIJCOSX def2/J DEFGRID3
* xyz 0 1
C -1.83882 -0.24626 -0.35315
N -0.58966 0.19432 0.22772
C 0.59444 -0.29331 -0.23387
O 0.64408 -1.13036 -1.12050
C 1.83239 0.30747 0.40191
H -1.83297 -0.08393 -1.43553
H -2.66055 0.31808 0.09298
H -1.99754 -1.31477 -0.17669
H -0.59661 0.87546 0.96816
H 2.13307 1.19835 -0.16087
H 2.64184 -0.42144 0.34477
H 1.67035 0.59639 1.44508
*
```

Values from the calculation:
**Highest occupied orbital energy**: -9.7 eV
**Energy above the lowest of the compared OMol25 structures with the same formula, charge and spin**: 5.00 kcal per mole
**LUMO**: 0.90 eV
**Structure (SMILES)**: CNC(C)=O

# 7
DFT (wB97M-V/def2-TZVPD) results for a molecular structure, C36H30Cl2N5O6PPdS.

ORCA input file:
```
! wB97M-V def2-TZVPD RIJCOSX def2/J DEFGRID3
* xyz 2 1
Pd 0.27067 1.19522 -0.25724
N -1.18983 2.67282 0.76226
C -1.64823 2.20452 2.02146
C -1.83963 3.05462 3.10216
C -2.26063 2.53902 4.31936
C -2.47163 1.17942 4.47146
C -2.27493 0.32012 3.40146
C -1.87583 0.83032 2.17076
P -1.44293 -0.22558 0.74916
C -1.35973 -1.90758 1.43406
C -0.17083 -2.35868 2.00556
C -0.13793 -3.58708 2.63926
C -1.28723 -4.36288 2.71016
C -2.46663 -3.91738 2.13176
C -2.50963 -2.69358 1.48756
C -2.84243 -0.17148 -0.38884
C -2.65383 -1.03048 -1.60614
C -3.19303 -0.39818 -2.84704
C -4.18963 0.51842 -2.75384
C -4.60363 1.03332 -1.50874
C -3.85563 0.76152 -0.36084
H -0.80513 3.61932 0.84426
H -1.94363 2.68442 0.06856
H -1.66813 4.11562 2.99476
H -2.42473 3.20782 5.14896
H -2.76413 0.78092 5.42946
H -2.40803 -0.74328 3.52666
H 0.71477 -1.73458 1.96566
H 0.77947 -3.93888 3.08536
H -1.26533 -5.30888 3.22836
H -3.36043 -4.51968 2.19076
H -3.43623 -2.33088 1.06516
H -3.20353 -1.99278 -1.50474
H -2.84973 -0.78278 -3.79524
H -4.64553 0.89922 -3.65554
H -5.42733 1.72782 -1.46704
H -4.05723 1.31742 0.54676
Cl 1.86527 1.01692 -2.15674
C 1.29997 2.04952 -3.41984
C 2.11717 2.43792 -4.46064
C 1.63447 3.35062 -5.39804
C 0.35347 3.86872 -5.30144
C -0.48843 3.43972 -4.28714
Cl -2.09713 4.01472 -4.18794
C -0.02833 2.50692 -3.33014
S -1.11563 1.89542 -2.15474
H 3.11557 2.03922 -4.55034
H 2.27017 3.66062 -6.21224
H -0.00733 4.59392 -6.01424
C 3.25897 0.51912 4.28436
C 2.77707 1.26922 3.10726
C 3.42727 2.18072 2.29386
C 2.51157 2.53272 1.29926
N 1.35987 1.89412 1.50306
N 1.53677 1.12572 2.59336
C 2.67507 3.50042 0.18286
H 4.13617 1.00932 4.69586
H 3.54127 -0.49338 3.99286
H 2.49047 0.44682 5.05106
H 4.43087 2.53692 2.39476
H 0.77257 0.58372 2.97186
H 2.85977 4.49292 0.58976
H 1.76707 3.52762 -0.43414
H 3.52427 3.22932 -0.44124
O -1.73343 -3.41968 -2.44354
C -0.93693 -2.63478 -2.02594
O -1.25913 -1.37158 -1.64554
C 0.51077 -2.89638 -1.78844
C 1.16477 -4.01558 -2.30034
C 2.49887 -4.23018 -1.97314
C 3.21037 -3.36988 -1.14774
C 2.53907 -2.25268 -0.66354
C 1.20957 -2.02048 -0.97774
N 3.16647 -1.29358 0.20046
O 2.48017 -0.32068 0.53086
O 4.29577 -1.47838 0.56926
N 3.17897 -5.42678 -2.50744
O 4.30517 -5.60948 -2.13274
O 2.54407 -6.10988 -3.26294
H 0.64517 -4.71328 -2.94234
H 4.24177 -3.57798 -0.89664
H 0.71847 -1.14568 -0.55984
*
```

Values from the calculation:
**Highest occupied orbital energy (alpha / beta)**: -13.2 / -13.2 eV
**LUMO (alpha / beta)**: -8.28 / -8.27 eV

# 8
DFT (wB97M-V/def2-TZVPD) results for a molecular structure, C21H46N2O8.

ORCA input file:
```
! wB97M-V def2-TZVPD RIJCOSX def2/J DEFGRID3
* xyz 0 1
C -0.94684 3.48217 -3.62906
N -0.88592 2.07862 -3.04986
C -1.07959 1.17589 -4.13961
C 0.36021 1.91566 -2.43837
C -1.94701 1.92134 -2.00459
C -2.28613 0.46553 -1.62020
O -2.69139 0.51539 -0.28472
H -0.31560 3.70901 -4.45382
H -0.91931 4.33983 -2.89823
H -1.81982 3.57465 -4.01025
H -0.52941 1.22536 -4.97171
H -2.02894 1.24008 -4.55448
H -1.02822 -0.06804 -3.93154
H 1.11523 1.99719 -3.06140
H 0.62036 0.94831 -2.02541
H 0.61801 2.53954 -1.54048
H -2.87401 2.60245 -2.17584
H -1.80972 2.58494 -1.14443
H -1.44027 -0.22333 -1.51051
H -3.13875 -0.04346 -2.11560
H -1.95232 0.63689 0.19369
N 0.21969 0.85033 1.25454
O 1.09593 1.59509 0.76979
O -0.87872 1.45419 1.49402
O 0.23455 -0.28564 0.85922
C 0.68023 -2.31600 3.60214
C -0.12279 -3.60957 3.96138
C -1.25420 -3.10173 4.85087
O -0.92352 -1.72270 5.07429
C -0.35997 -1.21797 3.85391
H 1.04453 -2.35018 2.47634
H 1.60383 -2.50558 4.26739
H 0.45361 -4.36809 4.51452
H -0.52750 -4.15512 3.14873
H -1.32310 -3.71300 5.73032
H -2.21791 -3.08141 4.34790
H 0.10721 -0.19486 4.01718
H -1.05962 -1.24271 3.23971
C 1.75397 -3.41447 -3.58761
C 1.18639 -3.45776 -2.15472
C 1.29818 -1.90356 -1.74137
O 1.68720 -1.24211 -3.00073
C 2.59460 -2.12757 -3.76530
H 0.91947 -3.47973 -4.31555
H 2.33707 -4.16556 -3.81528
H 2.00741 -3.90797 -1.34964
H 0.21973 -3.81766 -1.84947
H 1.92515 -1.65818 -0.84217
H 0.20378 -1.57693 -1.44732
H 3.47090 -2.24597 -3.25450
H 2.51725 -1.81563 -5.07313
C -3.93452 -0.37756 4.10306
C -5.38595 -0.11583 4.57853
C -5.38830 1.38522 4.79923
O -4.48652 1.91680 3.85445
C -3.42405 0.95119 3.70818
H -3.74189 -1.25902 3.45329
H -3.37327 -0.66716 4.91981
H -5.76540 -0.86708 5.23454
H -5.99085 0.00105 3.72207
H -5.18887 1.77007 5.90480
H -6.26656 2.00249 4.65558
H -2.55708 1.45339 4.21848
H -3.21906 0.87407 2.59882
C 5.02461 1.29278 -0.63311
C 6.13890 1.73501 -1.64931
C 5.30514 1.68666 -2.99215
O 4.16222 2.32924 -2.64406
C 3.73369 1.82674 -1.32887
H 5.11309 1.76798 0.24812
H 5.03404 0.36965 -0.59371
H 6.94799 1.17028 -1.64290
H 6.36175 2.62321 -1.47464
H 5.02200 0.65227 -3.10923
H 5.85384 2.09410 -4.00945
H 2.96133 0.94976 -1.20292
H 3.14979 2.59473 -0.61762
*
```

Values from the calculation:
**Highest occupied orbital energy**: -8.0 eV
**Energy above the lowest of the compared OMol25 structures with the same formula, charge and spin**: 50.40 kcal per mole
**LUMO**: -0.13 eV

| no. | energy (a.u.) | largest force on an atom (eV Å⁻¹) |
| --- | --- | --- |
| 1 | -2132.56005 | 4.57 |
| 2 | -169.98282 | 5.65 |
| 3 | -618.45904 | 5.87 |
| 4 | -623.12394 | 7.03 |
| 5 | -0.91189 | 1.68 |
| 6 | -248.51852 | 0.32 |
| 7 | -3902.13383 | 2.75 |
| 8 | -1538.51190 | 10.31 |